12
Properties=species:S:1:pos:R:3:nbo_charge:R:1 method="wB97M-V/def2-TZVPD" largest_force_ev_per_a=8.483 multiplicity=1 lumo_energy_ev=0.6 mol_weight_g_mol=86.094 e_above_lowest_kj_mol=484.7 total_energy_ha=-302.50849 total_charge=0 gap_ev=9.05
O 1.04574 1.64386 -1.01268 -0.55
N 0.11001 0.65097 -0.56458 -0.19
C -0.76668 1.04854 0.49008 0.22
N -1.40134 0.01027 1.13011 -0.45
C -0.62180 -1.02433 0.72535 -0.25
C 0.55658 -0.67969 -0.19847 -0.26
H 1.16158 1.24332 -2.00426 0.48
H -0.65317 2.27408 0.52384 0.22
H -0.30160 -1.59326 1.68682 0.20
H -1.21141 -1.72637 0.08703 0.19
H 0.58974 -1.15230 -1.22885 0.20
H 1.49236 -0.69508 0.36562 0.19